1.
Below is 5 unconnected molecules or ions with the total composition C6H21NO4 in a non-equilibrium geometry, with properties calculated with ωB97M-V with the def2-TZVPD basis set.

SMILES string: C=C(CCC)NC.O.O.O.O
LUMO energy (eV): 0.5944
Frontier orbital gap (eV): 9.46
Energy above the lowest of the compared OMol25 structures with the same formula, charge and spin (kJ/mol): 125.16

Last column: Löwdin charge in e.
Positions of all 32 atoms, in Å:
C (1.660047, -1.655337, -0.776992)  0.0514
C (0.679248, -0.818657, -1.151862)  -0.3808
C (0.821556, 0.654873, -1.003984)  -0.1608
C (0.352190, 1.151220, 0.399827)  -0.2293
C (1.475424, 1.048169, 1.440552)  -0.0923
N (-0.589733, -1.319080, -1.532427)  -0.0776
C (-1.236007, -0.658711, -2.685968)  -0.1179
H (1.644779, -2.721592, -0.890495)  0.0612
H (2.555537, -1.326693, -0.328588)  0.0541
H (1.829890, 0.923536, -1.166240)  0.0976
H (0.252114, 1.220820, -1.788401)  0.1116
H (-0.508177, 0.553047, 0.683939)  0.0748
H (-0.021935, 2.179156, 0.334165)  0.0879
H (2.359969, 1.642717, 1.190438)  0.0696
H (1.110063, 1.435834, 2.388540)  0.0794
H (1.829929, 0.027276, 1.521254)  0.0476
H (-0.598590, -2.350003, -1.682385)  0.1439
H (-1.451878, 0.457745, -2.489723)  0.0957
H (-2.231436, -1.173919, -2.955377)  0.1038
H (-0.651824, -0.719758, -3.619815)  0.0782
O (0.593516, -1.956848, 2.405126)  -0.0770
H (0.501032, -1.793948, 1.474553)  -0.0278
H (-0.276933, -1.653991, 2.735499)  -0.0124
O (-1.933742, -1.216570, 2.958618)  -0.0456
H (-2.210722, -0.963404, 2.017315)  0.0304
H (-2.398621, -1.951996, 3.184022)  -0.0048
O (-2.712013, -0.555827, 0.469239)  -0.0278
H (-2.728336, 0.363635, 0.365319)  0.0317
H (-2.024614, -0.874872, -0.143759)  0.0262
O (1.036150, 4.052282, -0.725018)  -0.0273
H (1.214841, 4.698316, -0.127734)  -0.0218
H (1.658276, 3.302579, -0.499636)  0.0580

Forces on atoms 1 to 6 (eV/Å):
-0.7 0.1 -0.5
0.6 -1.2 0.3
-1.9 1.1 -0.1
0.5 0.1 -0.5
-0.3 0.3 -0.3
-0.7 -0.3 -0.8

2.
Below is a molecular structure, C6H22BBa2NO11P2 in a non-equilibrium geometry, with properties calculated with ωB97M-V with the def2-TZVPD basis set.

Total charge: +2
LUMO energy (eV): -6.5758
Frontier orbital gap (eV): 8.13
Energy above the lowest of the compared OMol25 structures with the same formula, charge and spin (kJ/mol): 0.00

Last column: Löwdin charge in e.
Positions of all 45 atoms, in Å:
Ba (37.393127, 27.022261, 12.711372)  2.0012
Ba (34.356564, 28.908568, 9.461681)  1.9791
B (35.406960, 29.030653, 12.178916)  -0.6699
H (35.557322, 28.320685, 11.380429)  -0.2328
H (36.275173, 29.661326, 12.291565)  -0.0490
H (34.607053, 29.679060, 11.856498)  -0.0944
H (35.101482, 28.532067, 13.085743)  -0.0505
N (34.062658, 25.526444, 11.224057)  -0.5261
O (33.159527, 24.838299, 11.779817)  0.0471
O (35.024105, 25.768689, 12.026498)  -0.2550
O (33.929632, 26.136621, 10.124660)  -0.1840
C (37.671485, 21.161819, 9.468174)  -0.0839
O (37.466731, 22.201854, 10.375048)  -0.2077
P (38.263562, 23.602647, 10.407741)  0.4591
O (37.793499, 24.653686, 11.344709)  -0.4289
O (39.799954, 23.184428, 10.690126)  -0.1857
C (40.059698, 22.546064, 11.875402)  -0.1392
O (38.279214, 24.119876, 8.896174)  -0.1948
C (36.967695, 24.503983, 8.396444)  -0.0610
H (37.249023, 21.523088, 8.530571)  0.0811
H (37.113927, 20.268966, 9.751085)  0.1159
H (38.693739, 21.124418, 9.091746)  0.1065
H (39.741061, 22.948872, 12.836819)  0.0896
H (41.140583, 22.468100, 11.992467)  0.1089
H (39.555160, 21.580401, 11.843369)  0.0962
H (36.523033, 25.092813, 9.198718)  0.0499
H (36.224901, 23.711535, 8.304811)  0.1014
H (37.123340, 25.140686, 7.525540)  0.1032
C (30.794536, 31.466701, 12.168948)  -0.0787
O (30.054198, 30.310149, 11.780800)  -0.2168
P (30.753280, 28.869887, 11.397619)  0.5131
O (32.049891, 29.036287, 10.689077)  -0.4782
O (30.727309, 28.138600, 12.853298)  -0.2134
C (31.890520, 28.026362, 13.630499)  -0.0716
O (29.668790, 28.059949, 10.537103)  -0.1888
C (28.360805, 27.812736, 11.096687)  -0.0649
H (31.762002, 31.442940, 11.667393)  0.0695
H (30.838822, 31.485796, 13.257872)  0.1022
H (30.357569, 32.373939, 11.751717)  0.0978
H (32.660317, 28.496463, 13.018523)  0.0531
H (32.063340, 26.970496, 13.422207)  0.0960
H (31.815439, 28.255445, 14.693513)  0.1127
H (27.582535, 28.332892, 10.538267)  0.1023
H (28.296962, 28.044314, 12.159884)  0.0894
H (28.160321, 26.742240, 11.052497)  0.0999

Forces on atoms 1 to 6 (eV/Å):
-1.1 -1.3 -0.4
-1.5 -0.7 0.2
0.1 0.5 0.3
1.0 -3.2 -2.8
3.6 2.2 0.5
-3.1 2.5 -1.1

3.
Below is a molecular structure, C6H22BCl4CoCrN6O28 in a non-equilibrium geometry, with properties calculated with ωB97M-V with the def2-TZVPD basis set.

Total charge: -1
LUMO energy (alpha / beta) (eV): -1.7687 / -0.5790
Spin multiplicity: 8
Frontier orbital gap (alpha / beta) (eV): 5.09 / 6.28

Last column: Löwdin charge in e.
Positions of all 69 atoms, in Å:
Cr (-1.571510, -7.683270, -8.877440)  1.2068
Co (-2.750980, -7.983480, -13.328450)  0.8977
Cl (-2.766040, -4.263150, -13.840280)  0.6413
O (-2.244220, -5.562390, -13.426740)  -0.4266
O (-3.530430, -4.461030, -15.018270)  -0.3377
O (-3.570700, -3.855030, -12.762190)  -0.2903
O (-1.576440, -3.438720, -14.005520)  -0.3449
Cl (0.541190, -8.939320, -13.986580)  0.6610
O (1.200910, -9.826970, -14.944310)  -0.3246
O (-0.878940, -9.137010, -13.999130)  -0.4203
O (0.975930, -9.110930, -12.603100)  -0.3298
O (0.553150, -7.608720, -14.427740)  -0.3367
Cl (-6.391260, -7.477470, -12.384000)  0.6265
O (-6.446550, -7.193390, -10.933460)  -0.3674
O (-5.038810, -7.308500, -12.707860)  -0.3688
O (-6.868820, -8.801740, -12.615290)  -0.3538
O (-7.205570, -6.501490, -13.027290)  -0.3136
Cl (-2.188810, -3.750040, -9.042010)  0.5928
O (-2.686000, -5.015960, -9.439280)  -0.3874
O (-0.825780, -3.949330, -8.847680)  -0.3508
O (-2.541230, -2.765760, -10.042370)  -0.3140
O (-2.913050, -3.460420, -7.844100)  -0.3514
B (-2.365670, -8.192650, -11.034120)  -0.4137
H (-2.128190, -7.302030, -11.595060)  -0.0034
H (-1.492500, -8.691590, -10.643130)  -0.0332
H (-2.948550, -7.836830, -10.198720)  -0.0010
H (-2.960610, -8.894310, -11.597990)  -0.0002
C (-1.759070, -6.715970, -17.354500)  0.0557
N (-2.981510, -7.051840, -16.675520)  -0.3477
O (-2.951740, -7.599730, -15.566500)  0.0039
O (-4.012350, -6.964130, -17.417660)  0.0608
H (-1.924070, -5.798070, -17.918720)  0.1187
H (-1.411080, -7.658830, -17.776420)  0.1235
H (-1.097420, -6.501790, -16.515190)  0.1026
C (0.836830, -5.130810, -11.721050)  0.0797
N (0.968330, -6.068290, -10.595820)  -0.3748
O (2.104620, -6.417020, -10.365840)  0.1219
O (-0.062140, -6.430360, -10.054440)  -0.0398
H (1.717050, -4.511070, -11.892030)  0.1106
H (-0.012800, -4.484140, -11.501850)  0.1074
H (0.814140, -5.755180, -12.614220)  0.1008
C (-3.312280, -11.841490, -8.906900)  0.0517
N (-2.168500, -11.146920, -9.461510)  -0.3815
O (-1.778740, -11.501900, -10.546690)  0.1468
O (-1.679150, -10.245340, -8.742260)  -0.0258
H (-3.758890, -12.437350, -9.702890)  0.1065
H (-4.057400, -11.060520, -8.755300)  0.1172
H (-3.175570, -12.418460, -7.992290)  0.1144
C (-0.519380, -13.455990, -13.009330)  0.0505
N (0.793310, -13.801090, -12.287120)  -0.4179
O (1.165040, -13.050710, -11.385370)  0.0541
O (1.339300, -14.824780, -12.639980)  0.0540
H (-0.610720, -12.388100, -13.207750)  0.0896
H (-1.364480, -13.631750, -12.343750)  0.0786
H (-0.686350, -14.130460, -13.849160)  0.0900
C (-5.342740, -11.250360, -14.765840)  0.0724
N (-4.416330, -10.679690, -13.787390)  -0.3721
O (-4.302630, -11.335770, -12.754000)  0.0891
O (-3.748600, -9.719970, -14.040440)  0.0145
H (-5.145050, -12.322230, -14.755630)  0.1046
H (-4.993500, -10.879130, -15.729340)  0.1078
H (-6.389030, -10.991990, -14.602720)  0.1098
C (-7.017630, -7.256410, -16.582840)  0.0331
N (-8.235520, -7.764190, -15.893030)  -0.4059
O (-8.206200, -8.943390, -15.589560)  0.0267
O (-9.264980, -7.043780, -15.697120)  0.0311
H (-6.279860, -7.308260, -15.782150)  0.0860
H (-7.226520, -6.242820, -16.925010)  0.1040
H (-6.689320, -7.937640, -17.367850)  0.0912

Forces on atoms 1 to 6 (eV/Å):
-0.3 0.9 -2.3
0.1 1.3 -0.1
1.3 -0.2 1.8
0.9 -3.0 -0.1
-0.2 0.4 -1.5
-0.7 1.3 0.2

4.
Below is a molecular structure, C6H22HgN4O6 in a non-equilibrium geometry, with properties calculated with ωB97M-V with the def2-TZVPD basis set.

LUMO energy (eV): 0.1833
Frontier orbital gap (eV): 6.81
Energy above the lowest of the compared OMol25 structures with the same formula, charge and spin (kJ/mol): 89.42

Last column: Löwdin charge in e.
Positions of all 39 atoms, in Å:
Hg (13.190399, -2.247546, -5.279318)  1.1581
C (10.216183, -3.957179, -6.934550)  -0.1269
C (10.010904, -2.568014, -6.351865)  -0.4668
O (11.185397, -1.821723, -6.313107)  -0.3923
H (10.535746, -3.904748, -7.980916)  0.0547
H (9.281281, -4.529136, -6.950755)  0.0631
H (11.009402, -4.532030, -6.455400)  0.0236
H (9.526878, -2.604664, -5.363366)  0.0891
H (9.344157, -1.995002, -7.013393)  0.0935
C (12.396904, -0.631165, -1.202028)  -0.1236
C (12.051767, -0.855488, -2.661271)  -0.5002
O (13.193077, -0.791105, -3.457714)  -0.3990
H (11.553555, -1.029198, -0.616600)  0.0607
H (12.630641, 0.395315, -0.940690)  0.0627
H (13.122740, -1.385407, -0.880362)  0.0592
H (11.208759, -0.179001, -2.898029)  0.0934
H (11.545604, -1.813221, -2.877396)  0.0713
C (15.079562, 0.394203, -6.706857)  -0.6345
O (14.307512, -0.546045, -6.570972)  -0.0231
N (15.611866, 1.070957, -5.641348)  0.1703
N (15.511041, 0.889795, -7.895389)  0.1547
H (16.347478, 1.742712, -5.732061)  0.0933
H (15.570423, 0.561096, -4.769852)  0.1038
H (15.056866, 0.614994, -8.750931)  0.1015
H (15.964675, 1.780560, -7.959773)  0.0963
C (13.897764, -3.643465, -8.204956)  -0.6327
O (14.056458, -3.489742, -6.994385)  -0.0615
N (14.276468, -2.703324, -9.105925)  0.1819
N (13.348736, -4.748083, -8.771204)  0.1757
H (14.640505, -1.845937, -8.726466)  0.0835
H (14.129386, -2.788041, -10.091271)  0.1006
H (13.090349, -4.743699, -9.737126)  0.1018
H (13.013049, -5.453114, -8.140576)  0.1069
O (12.455274, -4.378047, -4.513107)  -0.0948
H (11.789497, -4.567024, -3.840194)  0.0736
H (12.511821, -5.181140, -5.042181)  0.0499
O (15.325450, -2.847510, -4.341806)  -0.0873
H (15.727494, -2.265882, -3.683887)  0.0593
H (16.061774, -3.315542, -4.753375)  0.0600

Forces on atoms 1 to 6 (eV/Å):
-2.2 2.2 0.9
-0.4 -0.4 -0.7
1.2 0.7 0.0
0.8 -0.2 0.2
0.0 0.3 0.0
0.1 -0.1 0.2

5.
Below is a molecular structure, C6H22N4O9P2Re, with properties calculated with ωB97M-V with the def2-TZVPD basis set.

Total charge: +4
LUMO energy (alpha / beta) (eV): -13.1251 / -15.3131
Spin multiplicity: 2
Frontier orbital gap (alpha / beta) (eV): 8.01 / 5.80
Energy above the lowest of the compared OMol25 structures with the same formula, charge and spin (kJ/mol): 0.00

Last column: Löwdin charge in e.
Positions of all 44 atoms, in Å:
Re (0.533304, -0.786959, 0.333616)  1.3624
N (0.877910, 0.812768, 1.922847)  -0.0742
C (0.871409, 0.528356, 3.400474)  -0.1525
C (2.189869, -0.062739, 3.909855)  -0.0951
N (2.428966, -1.372103, 3.367374)  0.1616
C (3.602611, -1.765861, 2.643298)  -0.1014
C (3.265408, -2.430972, 1.310056)  -0.1429
N (2.661099, -1.452986, 0.338172)  -0.0823
H (0.074218, 1.426487, 1.764051)  0.1008
H (1.675538, 1.426222, 1.738180)  0.1233
H (0.709358, 1.456839, 3.948991)  0.1520
H (0.040901, -0.137707, 3.627699)  0.1218
H (3.048934, 0.573351, 3.696621)  0.1524
H (2.101282, -0.166737, 5.002369)  0.1844
H (1.750589, -2.101163, 3.594707)  0.1863
H (4.254911, -0.900242, 2.523529)  0.1518
H (4.142899, -2.500896, 3.265025)  0.1898
H (4.198317, -2.820338, 0.899889)  0.1538
H (2.578014, -3.267015, 1.431834)  0.1344
H (3.298198, -0.652798, 0.291225)  0.1218
H (2.788264, -1.888060, -0.577756)  0.1170
C (-3.800463, 1.888187, -4.638665)  0.0490
C (-2.558836, 1.232471, -4.256095)  -0.2355
O (-2.268891, 0.126224, -4.780164)  0.2474
P (-1.256233, 1.946883, -3.104494)  0.4925
O (-2.033925, 2.313264, -1.737146)  -0.1401
O (-0.968615, 3.360688, -3.660970)  -0.0133
O (-0.246850, 0.911281, -2.899541)  -0.2277
P (-2.647847, 0.399277, -0.448059)  0.5306
O (-3.640745, 1.211728, 0.390427)  -0.0060
O (-2.990083, -0.258062, -1.690834)  -0.1737
O (-1.442067, 0.142846, 0.386742)  -0.3824
H (-3.747368, 2.100678, -5.719256)  0.1585
H (-3.988756, 2.811673, -4.098618)  0.1108
H (-4.630988, 1.178919, -4.533915)  0.1477
H (-1.410358, -0.251698, -4.480519)  0.1729
H (-2.255544, 3.252869, -1.596970)  0.1510
H (-0.295817, 3.551615, -4.338836)  0.1627
H (-4.570649, 1.289064, 0.101616)  0.1624
O (-0.124399, -2.594401, -1.835602)  0.1512
N (0.152133, -1.888779, -0.980243)  -0.2748
O (-0.469924, -1.987396, 1.809244)  -0.0958
H (-1.377976, -1.708459, 2.020835)  0.1158
H (-0.517798, -2.946318, 1.659006)  0.1312

Forces on atoms 1 to 6 (eV/Å):
-0.1 0.0 0.1
0.0 0.0 0.1
0.0 0.1 0.0
0.0 0.0 -0.1
0.0 0.0 0.1
0.1 0.0 0.0

6.
Below is 5 unconnected molecules or ions with the total composition C6H22NO5 in a non-equilibrium geometry, with properties calculated with ωB97M-V with the def2-TZVPD basis set.

Total charge: +2
LUMO energy (alpha / beta) (eV): -8.4507 / -11.6546
Spin multiplicity: 2
Frontier orbital gap (alpha / beta) (eV): 9.34 / 6.14
Energy above the lowest of the compared OMol25 structures with the same formula, charge and spin (kJ/mol): 0.00

Last column: Löwdin charge in e.
Positions of all 34 atoms, in Å:
C (-1.794830, -0.399037, 0.991229)  -0.1076
C (-2.320482, -0.433842, -0.462233)  -0.1242
C (-2.222066, 0.810364, -1.387319)  -0.1378
C (1.551677, 0.600751, -2.395099)  -0.1666
O (1.927011, -0.269170, -1.327050)  -0.0106
C (0.042443, 0.473838, -2.472227)  0.1307
C (-0.927589, 1.288971, -1.877507)  0.0699
N (-0.310258, -0.237817, 1.079108)  0.1652
H (-2.121957, -1.310746, 1.464664)  0.1468
H (-2.172597, 0.518502, 1.417586)  0.1213
H (-1.959168, -1.281788, -1.040752)  0.1126
H (-3.373371, -0.523907, -0.182100)  0.1402
H (-2.922774, 1.560211, -1.028620)  0.1368
H (-2.746309, 0.505695, -2.322307)  0.1811
H (1.809565, 1.643592, -2.219100)  0.1426
H (2.028074, 0.155661, -3.261931)  0.1478
H (2.002377, 0.221451, -0.497805)  0.0734
H (-0.285314, -0.462625, -2.931374)  0.1601
H (-0.630893, 2.332679, -1.730121)  0.1540
H (0.139877, -1.153603, 1.028173)  0.0962
H (-0.137644, 0.276335, 1.949313)  0.1466
H (0.163237, 0.451748, 0.499691)  0.0978
H (-1.232272, 2.545967, 0.609344)  0.0400
H (-0.042676, 3.126237, 1.523845)  0.0909
O (-0.623999, 2.378782, 1.331531)  -0.0164
H (0.062428, -2.682786, -0.789628)  0.0569
H (0.700383, -2.860398, 0.559026)  0.0284
O (-0.172829, -2.883946, 0.126861)  -0.0359
H (1.792869, -2.632555, 2.869540)  0.0672
H (3.125573, -2.522315, 2.058363)  0.0638
O (2.186084, -2.334452, 2.041964)  -0.0404
H (3.476633, 0.822120, 1.671956)  0.0541
H (2.422830, 1.386965, 2.753298)  0.0546
O (2.565965, 0.889118, 1.949680)  -0.0394

Forces on atoms 1 to 6 (eV/Å):
0.6 1.5 -2.4
0.0 -0.3 0.4
-0.9 0.0 0.0
-0.4 0.2 0.2
-0.6 0.1 0.3
0.2 -1.2 -0.1